(1)
Density functional theory data (wB97M-V/def2-TZVPD) for C26H38Cl5N2OPPt as an isolated structure in a non-equilibrium geometry.

Geometry as XYZ:
```
74
Properties=species:S:1:pos:R:3
Pt -0.082 -0.130 -0.558
O 0.216 2.145 0.345
C -0.527 2.354 1.566
C 0.131 1.708 2.777
C 0.597 0.281 2.473
C -0.515 -0.714 2.298
C -1.290 -1.142 3.365
C -2.218 -2.153 3.185
C -2.358 -2.737 1.934
C -1.603 -2.249 0.894
N -0.711 -1.261 1.078
H 1.103 2.517 0.437
H -1.503 1.913 1.373
H -0.659 3.423 1.731
H -0.593 1.728 3.594
H 1.000 2.285 3.101
H 1.256 -0.069 3.269
H 1.186 0.286 1.558
H -1.138 -0.698 4.339
H -2.818 -2.496 4.017
H -3.057 -3.542 1.759
H -1.688 -2.649 -0.105
Cl -3.558 0.157 0.818
C -3.138 0.721 -0.757
C -1.815 0.734 -1.180
C -1.550 1.347 -2.381
Cl 0.149 1.428 -2.783
C -2.506 1.887 -3.217
Cl -2.058 2.603 -4.700
C -3.841 1.810 -2.811
Cl -5.068 2.437 -3.810
C -4.154 1.232 -1.574
Cl -5.784 1.150 -1.073
C 1.857 -3.980 0.609
C 3.032 -3.540 -0.282
C 4.007 -2.768 0.615
C 3.722 -4.752 -0.911
P 2.378 -2.336 -1.592
N 1.455 -1.287 -0.725
C 3.759 -1.245 -2.338
C 3.220 -0.557 -3.596
C 4.983 -2.089 -2.692
C 4.104 -0.137 -1.331
C 1.340 -3.208 -2.918
C 0.443 -4.239 -2.222
C 0.419 -2.191 -3.603
C 2.242 -3.906 -3.941
H 2.274 -4.416 1.518
H 1.232 -4.739 0.150
H 1.235 -3.134 0.903
H 4.283 -3.422 1.444
H 3.541 -1.878 1.040
H 4.927 -2.490 0.110
H 4.147 -5.354 -0.104
H 4.541 -4.479 -1.573
H 3.030 -5.393 -1.453
H 3.031 -1.244 -4.415
H 3.984 0.144 -3.937
H 2.321 0.019 -3.390
H 4.744 -2.907 -3.369
H 5.494 -2.487 -1.819
H 5.691 -1.439 -3.210
H 3.220 0.446 -1.066
H 4.818 0.535 -1.809
H 4.560 -0.506 -0.419
H -0.132 -3.794 -1.409
H 1.001 -5.093 -1.846
H -0.267 -4.620 -2.958
H -0.169 -1.626 -2.877
H -0.291 -2.741 -4.223
H 0.945 -1.494 -4.246
H 2.940 -4.600 -3.477
H 2.803 -3.208 -4.558
H 1.606 -4.487 -4.612
```

The gap between HOMO and LUMO (alpha / beta) comes out at 5.47 / 5.41 eV. As for the relative energy (zero: lowest compared OMol25 entry of this formula, charge and spin): 15.2 kcal per mole. Its total charge is +2. Its highest occupied orbital energy (alpha / beta) is -14.27 / -14.26 eV. The spin multiplicity is 1. The value obtained for the LUMO energy (alpha / beta) is -8.8 / -8.9 eV. The calculated total energy is -3959.2719 hartree.

=====

(2)
Density functional theory data (wB97M-V/def2-TZVPD) for C26H38CuGeNO2S5Se2 as an isolated structure in a non-equilibrium geometry.

Geometry as XYZ:
```
76
Properties=species:S:1:pos:R:3
Cu -1.355 -0.087 -0.222
C -3.029 3.574 1.369
Se -2.713 1.775 0.696
C -3.699 0.942 2.149
C -4.610 -0.067 1.497
Se -3.524 -1.072 0.238
C -3.004 -2.393 1.572
H -2.622 3.676 2.396
H -4.113 3.811 1.333
H -2.494 4.293 0.715
H -4.306 1.660 2.740
H -2.969 0.446 2.822
H -5.396 0.450 0.907
H -5.124 -0.711 2.241
H -3.902 -2.894 1.989
H -2.392 -1.921 2.368
H -2.385 -3.167 1.074
C 2.788 -1.598 -1.255
O 2.099 -0.428 -1.692
C 2.407 0.020 -2.947
C 3.715 0.016 -3.441
C 4.013 0.650 -4.650
C 3.016 1.317 -5.360
C 1.708 1.335 -4.874
C 1.393 0.654 -3.689
N 0.055 0.702 -3.267
C -0.659 -0.274 -2.841
C -0.378 -1.723 -2.856
C 0.196 -2.335 -3.988
C 0.426 -3.705 -3.988
C 0.068 -4.451 -2.874
C -0.529 -3.825 -1.771
C -0.787 -2.442 -1.710
O -1.335 -1.903 -0.690
H 2.227 -2.029 -0.421
H 3.785 -1.336 -0.887
H 2.856 -2.352 -2.047
H 4.528 -0.438 -2.880
H 5.036 0.646 -5.024
H 3.263 1.825 -6.291
H 0.948 1.854 -5.453
H -0.381 1.621 -3.309
H -1.642 0.022 -2.432
H 0.448 -1.766 -4.875
H 0.868 -4.193 -4.851
H 0.231 -5.524 -2.852
H -0.812 -4.441 -0.916
C 1.738 -1.604 3.374
Ge -0.132 -1.081 3.449
C -1.197 -2.575 4.090
C -0.335 0.425 4.661
C -0.734 -0.568 1.673
H 2.080 -1.896 4.389
H 2.346 -0.751 3.010
H 1.854 -2.464 2.683
H -0.853 -2.866 5.103
H -1.081 -3.434 3.398
H -2.265 -2.275 4.133
H 0.009 0.131 5.674
H -1.402 0.723 4.704
H 0.274 1.277 4.296
H -0.125 0.285 1.310
H -1.801 -0.269 1.719
C 1.868 2.408 2.981
S 2.991 2.401 1.565
C 2.147 3.507 0.510
C 0.977 3.250 -0.125
S -0.071 1.856 -0.149
S 0.375 4.572 -1.135
C 1.681 5.691 -0.846
S 1.765 7.218 -1.525
S 2.898 5.063 0.240
H 2.350 1.891 3.815
H 0.933 1.888 2.760
H 1.648 3.432 3.296
H 0.151 -0.447 -0.807
```

The gap between HOMO and LUMO (alpha / beta) comes out at 5.29 / 5.44 eV. As for the relative energy (zero: lowest compared OMol25 entry of this formula, charge and spin): 9.2 kcal per mole. As for the expectation value of S²: 0.90. Its total charge is -1. Its highest occupied orbital energy (alpha / beta) is -3.05 / -3.37 eV. The spin multiplicity is 2. The value obtained for the LUMO energy (alpha / beta) is 2.2 / 2.1 eV. The calculated total energy is -11729.6703 hartree.

=====

(3)
Density functional theory data (wB97M-V/def2-TZVPD) for C26H38FGaNO6SSi as an isolated structure in a non-equilibrium geometry.

Geometry as XYZ:
```
75
Properties=species:S:1:pos:R:3
Ga 15.341 5.111 8.049
C 18.545 7.516 7.596
C 18.640 8.523 8.754
C 19.177 7.911 10.025
C 19.454 9.751 8.352
O 17.297 8.966 9.078
Si 16.131 9.758 8.338
S 14.319 7.747 9.168
O 16.517 10.549 7.014
C 15.717 10.893 5.877
C 14.379 11.539 6.397
C 16.520 12.019 5.205
C 15.488 9.732 4.963
O 15.378 10.672 9.513
C 16.043 11.579 10.444
C 16.716 10.742 11.548
C 17.083 12.459 9.689
C 14.970 12.384 11.135
H 19.459 6.908 7.741
H 18.507 7.979 6.615
H 17.704 6.813 7.679
H 20.241 7.668 10.029
H 18.529 7.068 10.303
H 19.072 8.615 10.880
H 20.437 9.439 7.951
H 19.613 10.406 9.196
H 18.953 10.344 7.584
H 14.615 12.418 6.968
H 13.820 10.740 6.916
H 13.800 11.854 5.532
H 16.671 12.883 5.903
H 15.970 12.435 4.372
H 17.519 11.691 4.817
H 14.878 8.912 5.336
H 16.473 9.345 4.548
H 14.898 10.169 4.160
H 17.493 10.016 11.197
H 15.963 10.103 12.001
H 17.035 11.368 12.373
H 17.942 11.864 9.304
H 17.429 13.209 10.430
H 16.704 12.935 8.821
H 14.250 11.676 11.545
H 14.479 13.057 10.427
H 15.442 13.009 11.915
C 8.095 6.569 7.300
C 8.409 7.715 8.240
C 7.880 8.986 7.623
C 8.204 10.172 8.493
C 9.691 10.225 8.645
C 10.330 11.416 8.847
C 11.702 11.435 8.886
F 12.265 12.617 9.062
C 12.491 10.306 8.956
C 11.873 9.060 8.761
C 12.610 7.809 8.778
O 14.893 8.724 7.951
C 11.923 6.637 8.672
C 10.561 6.658 8.558
N 9.845 7.795 8.478
C 10.470 9.041 8.617
C 12.423 5.143 8.651
O 11.690 4.329 9.180
O 13.520 4.885 8.011
H 7.069 6.603 6.913
H 8.248 5.624 7.779
H 8.706 6.626 6.362
H 7.939 7.675 9.237
H 6.833 8.884 7.420
H 8.355 9.054 6.640
H 7.704 9.977 9.485
H 7.895 11.067 8.011
H 9.780 12.326 8.908
H 13.528 10.427 9.191
H 9.997 5.716 8.529
```

The gap between HOMO and LUMO comes out at 7.24 eV. Its total charge is +1. Its highest occupied orbital energy is -11.73 eV. The spin multiplicity is 1. The value obtained for the LUMO energy is -4.5 eV. The calculated total energy is -4232.0579 hartree.

=====

(4)
Density functional theory data (wB97M-V/def2-TZVPD) for a 6-piece molecular cluster, C26H38FN6O5S2 overall in a non-equilibrium geometry.

Geometry as XYZ:
```
78
Properties=species:S:1:pos:R:3
C -3.474 -1.961 -2.412
C -2.708 -1.074 -1.219
O -1.247 -1.241 -1.234
C -0.550 -0.039 -1.724
S 0.543 0.539 -0.265
O 1.057 -0.773 0.396
O 1.694 1.395 -0.916
N -0.498 1.508 0.746
S 0.292 2.047 2.205
O -0.752 1.831 3.369
O 1.549 1.244 2.613
C 0.753 3.861 2.241
F 0.641 4.568 0.944
C -0.117 4.683 3.409
C 0.246 6.286 3.435
H -3.271 -3.114 -2.178
H -4.621 -1.729 -2.487
H -2.949 -1.766 -3.462
H -3.101 -1.548 -0.197
H -3.074 0.048 -1.202
H 0.151 -0.351 -2.618
H -1.247 0.816 -2.111
H 1.890 3.978 2.585
H -1.274 4.606 3.177
H 0.063 4.158 4.448
H 1.403 6.453 3.389
H -0.192 6.865 4.366
H -0.277 6.783 2.484
N -8.494 -3.237 -2.663
C -8.534 -2.415 -1.566
C -7.546 -2.818 -0.696
C -6.882 -3.917 -1.292
C -7.486 -4.152 -2.507
H -9.111 -3.176 -3.463
H -9.262 -1.618 -1.498
H -7.326 -2.368 0.263
H -6.052 -4.476 -0.879
H -7.286 -4.891 -3.271
N 4.358 2.502 5.837
C 5.706 2.472 5.595
C 5.917 1.735 4.451
C 4.651 1.310 3.984
C 3.705 1.800 4.857
H 3.913 2.969 6.617
H 6.399 2.975 6.256
H 6.879 1.527 4.001
H 4.449 0.712 3.105
H 2.627 1.709 4.866
N 1.614 0.535 -5.160
C 2.059 0.344 -6.442
C 3.436 0.350 -6.421
C 3.836 0.547 -5.078
C 2.691 0.654 -4.320
H 0.644 0.580 -4.877
H 1.359 0.221 -7.258
H 4.082 0.226 -7.280
H 4.850 0.603 -4.703
H 2.551 0.807 -3.258
N 6.739 2.900 -1.223
C 6.463 3.847 -0.271
C 5.148 3.698 0.109
C 4.614 2.619 -0.636
C 5.619 2.144 -1.448
H 7.630 2.779 -1.686
H 7.224 4.545 0.053
H 4.630 4.300 0.845
H 3.605 2.231 -0.584
H 5.632 1.335 -2.166
N -4.294 -6.928 0.297
C -4.335 -6.107 1.394
C -3.346 -6.509 2.264
C -2.682 -7.608 1.668
C -3.286 -7.843 0.453
H -4.911 -6.867 -0.503
H -5.063 -5.309 1.462
H -3.126 -6.059 3.223
H -1.853 -8.167 2.081
H -3.086 -8.583 -0.311
```

The gap between HOMO and LUMO comes out at 7.52 eV. Its total charge is -1. Its highest occupied orbital energy is -5.54 eV. The spin multiplicity is 1. The value obtained for the LUMO energy is 2.0 eV. The calculated total energy is -2614.2728 hartree.

=====

(5)
Density functional theory data (wB97M-V/def2-TZVPD) for C26H38N12O3S2 as an isolated structure in a non-equilibrium geometry.

Geometry as XYZ:
```
81
Properties=species:S:1:pos:R:3
C -5.986 -0.848 0.539
C -6.148 -0.872 -0.681
O -6.258 -0.587 -2.080
S -4.646 -0.988 -2.702
O -3.885 -1.838 -1.731
O -3.754 0.466 -2.881
S -3.199 0.990 -1.362
H -5.706 -0.566 1.595
H -2.304 0.086 -0.825
C -0.489 -1.939 1.438
C -1.861 -1.503 1.816
N -2.930 -1.164 2.111
H -0.299 -1.694 0.394
H 0.246 -1.430 2.062
H -0.388 -3.018 1.576
C 1.649 0.354 -2.023
C 0.535 0.496 -1.048
N -0.333 0.603 -0.285
H 1.906 -0.700 -2.141
H 1.349 0.757 -2.990
H 2.520 0.893 -1.670
C 1.243 4.389 -1.814
C 2.316 3.393 -2.098
N 3.185 2.601 -2.329
H 0.376 3.884 -1.385
H 1.601 5.144 -1.106
H 0.943 4.884 -2.737
C -3.276 4.659 -1.557
C -2.249 5.561 -2.148
N -1.450 6.263 -2.607
H -2.792 3.810 -1.073
H -3.864 5.202 -0.816
H -3.941 4.290 -2.338
C 6.870 3.937 -0.478
C 5.588 3.423 -1.044
N 4.584 3.023 -1.485
H 7.699 3.669 -1.134
H 6.827 5.021 -0.387
H 7.040 3.504 0.507
C 6.604 7.991 1.633
C 7.679 7.002 1.336
N 8.514 6.234 1.105
H 5.747 7.485 2.078
H 6.975 8.743 2.331
H 6.290 8.484 0.713
C -9.485 2.032 -3.271
C -8.496 1.000 -2.850
N -7.713 0.197 -2.517
H -8.989 2.996 -3.395
H -9.941 1.743 -4.219
H -10.265 2.127 -2.515
C 6.366 -0.423 0.430
C 5.091 -0.926 -0.151
N 4.099 -1.317 -0.602
H 7.201 -0.693 -0.216
H 6.327 0.663 0.525
H 6.524 -0.860 1.415
C 8.797 -1.768 4.250
C 8.882 -1.975 2.777
N 8.949 -2.137 1.632
H 7.862 -2.182 4.629
H 9.632 -2.265 4.744
H 8.832 -0.702 4.477
C -4.057 -4.182 1.440
C -4.524 -5.531 1.868
N -4.888 -6.579 2.201
H -2.982 -4.204 1.254
H -4.570 -3.884 0.525
H -4.267 -3.451 2.221
C 2.049 -5.878 1.166
C 0.677 -5.440 1.547
N -0.390 -5.100 1.843
H 2.238 -5.634 0.120
H 2.786 -5.370 1.788
H 2.146 -6.955 1.304
C -7.938 -7.380 0.755
C -9.312 -6.944 1.133
N -10.380 -6.604 1.427
H -7.744 -7.130 -0.288
H -7.202 -6.878 1.384
H -7.842 -8.458 0.887
```

The gap between HOMO and LUMO comes out at 7.31 eV. Its total charge is 0. Its highest occupied orbital energy is -7.29 eV. The spin multiplicity is 1. The value obtained for the LUMO energy is 0.0 eV. The calculated total energy is -2692.1068 hartree.

=====

(6)
Density functional theory data (wB97M-V/def2-TZVPD) for C26H38N5S2Ta as an isolated structure in a non-equilibrium geometry.

Geometry as XYZ:
```
72
Properties=species:S:1:pos:R:3
Ta -0.152 0.077 -0.413
C 2.480 0.851 1.517
N 1.590 -0.328 1.434
C 0.973 -0.534 2.777
C -0.266 -1.382 2.754
N -1.325 -0.697 2.001
C -1.946 0.376 2.815
C -2.391 -1.627 1.639
C -2.885 -2.554 2.544
C -3.924 -3.401 2.183
C -4.483 -3.328 0.915
C -4.001 -2.399 0.006
C -2.964 -1.551 0.379
S -2.430 -0.326 -0.762
C 2.340 -1.528 1.045
C 3.639 -1.743 1.486
C 4.313 -2.900 1.125
C 3.688 -3.857 0.336
C 2.394 -3.644 -0.106
C 1.730 -2.472 0.245
S 0.088 -2.234 -0.340
H 3.163 0.775 2.363
H 1.880 1.746 1.663
H 3.060 0.928 0.602
H 0.762 0.451 3.195
H 1.705 -1.014 3.431
H -0.562 -1.578 3.789
H -0.068 -2.344 2.287
H -2.421 -0.040 3.706
H -2.708 0.881 2.224
H -1.202 1.099 3.149
H -2.474 -2.625 3.543
H -4.305 -4.112 2.904
H -5.293 -3.986 0.633
H -4.427 -2.322 -0.986
H 4.139 -1.026 2.123
H 5.325 -3.055 1.472
H 4.205 -4.767 0.066
H 1.891 -4.380 -0.721
N -0.513 2.135 0.714
C -1.793 2.896 0.457
C -1.625 4.094 -0.480
C -2.185 3.864 -1.879
C -1.254 3.065 -2.768
N -1.221 1.616 -2.423
H -0.506 1.893 1.699
H 0.261 2.779 0.579
H -2.173 3.244 1.417
H -2.518 2.194 0.057
H -0.571 4.380 -0.557
H -2.128 4.948 -0.028
H -2.349 4.828 -2.363
H -3.166 3.383 -1.819
H -0.239 3.453 -2.695
H -1.562 3.180 -3.809
H -0.675 1.145 -3.140
H -2.170 1.263 -2.518
C 1.990 2.644 -1.257
C 2.084 1.359 -2.019
C 2.964 1.072 -3.002
C 2.587 -0.171 -3.597
C 1.489 -0.639 -2.967
C 0.706 -1.857 -3.341
N 1.146 0.272 -1.912
H 2.630 3.381 -1.737
H 2.309 2.582 -0.220
H 0.973 3.035 -1.289
H 3.777 1.709 -3.315
H 3.070 -0.644 -4.437
H 0.859 -2.048 -4.402
H -0.364 -1.739 -3.169
H 1.031 -2.746 -2.802
```

The gap between HOMO and LUMO comes out at 6.33 eV. As for the relative energy (zero: lowest compared OMol25 entry of this formula, charge and spin): 0.0 kcal per mole. Its total charge is +2. Its highest occupied orbital energy is -13.54 eV. The spin multiplicity is 1. The value obtained for the LUMO energy is -7.2 eV. The calculated total energy is -2140.2556 hartree.

=====

- Among the records above, which one has the highest calculated total energy?
  C26H38N5S2Ta

=====

- Look up the calculated total energy of the third one.
  -4232.0579 hartree

=====

- The lowest calculated total energy belongs to which entry?
  C26H38CuGeNO2S5Se2